(1)
{
  "formula": "C45H33Cl4InN2O6P2",
  "method": "ωB97M-V/def2-TZVPD",
  "species": ["In", "O", "C", "O", "C", "C", "C", "C", "C", "N", "C", "O", "O", "H", "H", "H", "H", "Cl", "C", "C", "Cl", "C", "Cl", "C", "O", "C", "O", "C", "Cl", "C", "N", "C", "P", "C", "C", "C", "C", "C", "C", "C", "C", "C", "C", "C", "C", "C", "C", "C", "C", "C", "C", "P", "C", "C", "C", "C", "C", "C", "C", "C", "C", "C", "C", "C", "H", "H", "H", "H", "H", "H", "H", "H", "H", "H", "H", "H", "H", "H", "H", "H", "H", "H", "H", "H", "H", "H", "H", "H", "H", "H", "H", "H", "H"],
  "coordinates": [[-0.204185, -0.985062, 1.171439], [2.572942, -0.962846, 4.859218], [1.587181, -0.396378, 4.170997], [1.735570, 0.534152, 3.427363], [0.251098, -1.004885, 4.453998], [-0.067714, -1.540301, 5.687236], [-1.343757, -2.052473, 5.883005], [-2.251271, -2.018874, 4.844454], [-1.852436, -1.477426, 3.630539], [-0.634280, -0.974960, 3.445059], [-2.836351, -1.379284, 2.461776], [-4.000904, -1.649081, 2.682262], [-2.337776, -0.987049, 1.339666], [3.415132, -0.574878, 4.586186], [0.669852, -1.546499, 6.476843], [-1.614443, -2.478056, 6.839851], [-3.255558, -2.407669, 4.928499], [3.293783, -6.812093, 0.342504], [2.894244, -5.154646, 0.602350], [3.888307, -4.188600, 0.572336], [5.536211, -4.625800, 0.308145], [3.540566, -2.846931, 0.751890], [4.739799, -1.602274, 0.686615], [2.225350, -2.461083, 0.964885], [1.882971, -1.183073, 1.096218], [1.207570, -3.451520, 1.025757], [-0.043894, -3.075981, 1.243663], [1.565612, -4.782305, 0.833734], [0.312444, -5.965614, 0.881391], [0.506440, 0.796320, -2.003887], [-0.383359, 1.928807, -1.919085], [-0.954915, 2.217103, -0.618293], [0.047470, 1.666741, 0.846620], [-0.948716, 2.422702, 2.167353], [-0.395394, 3.253902, 3.138499], [-1.183181, 3.738137, 4.171646], [-2.523132, 3.388471, 4.255177], [-3.074248, 2.539662, 3.306404], [-2.292103, 2.055597, 2.269766], [1.594505, 2.606497, 0.719333], [1.589036, 3.997779, 0.632283], [2.787865, 4.690113, 0.579782], [3.993237, 4.001480, 0.599403], [4.000982, 2.615182, 0.656145], [2.804811, 1.916657, 0.720245], [-1.060402, 2.402934, -3.047070], [-0.569936, 2.199022, -4.344002], [-1.228677, 2.710830, -5.447285], [-2.392266, 3.452698, -5.306452], [-2.882773, 3.669632, -4.030331], [-2.236623, 3.151719, -2.918404], [-0.253042, -0.846267, -1.523023], [-1.727992, -1.021352, -2.559936], [-2.958637, -1.182249, -1.925988], [-4.112351, -1.321382, -2.685383], [-4.038036, -1.296282, -4.069396], [-2.811025, -1.132462, -4.701298], [-1.655869, -0.998611, -3.951931], [0.965312, -2.029791, -2.157737], [0.539012, -3.285742, -2.588297], [1.466379, -4.248223, -2.952280], [2.824385, -3.972108, -2.877533], [3.254213, -2.730518, -2.433892], [2.331596, -1.762433, -2.069904], [1.348237, 0.947195, -1.321055], [0.911897, 0.690051, -3.004417], [-1.930815, 1.723453, -0.482200], [-1.111089, 3.293156, -0.514946], [0.655329, 3.503500, 3.092757], [-0.748154, 4.393904, 4.915380], [-3.134559, 3.771802, 5.061885], [-4.114253, 2.246873, 3.374387], [-2.728385, 1.372340, 1.552343], [0.647836, 4.535187, 0.611898], [2.780926, 5.771242, 0.524262], [4.927426, 4.548296, 0.579512], [4.934263, 2.066515, 0.655291], [2.810042, 0.834317, 0.791602], [0.345197, 1.650419, -4.516511], [-0.818421, 2.530707, -6.433029], [-2.901805, 3.854640, -6.171550], [-3.786022, 4.248745, -3.885739], [-2.674834, 3.335061, -1.948057], [-3.006099, -1.207491, -0.843435], [-5.065532, -1.455147, -2.190766], [-4.938727, -1.407732, -4.659231], [-2.758358, -1.113280, -5.782377], [-0.697703, -0.885047, -4.445238], [-0.520460, -3.509280, -2.623022], [1.127877, -5.221324, -3.283560], [3.548142, -4.730049, -3.147381], [4.312210, -2.516117, -2.351458], [2.687240, -0.814983, -1.684480]],
  "atomic_forces_ev_per_a": [[0.0, 0.0, -0.3], [0.0, -0.4, 0.3], [-0.1, 0.4, -0.2], [0.0, 0.1, -0.2], [-0.3, -0.3, -0.1], [0.1, 0.1, 0.0], [0.0, 0.0, 0.0], [0.0, 0.0, 0.0], [0.0, 0.2, 0.0], [0.2, -0.1, 0.3], [-0.2, -0.2, 0.1], [0.1, 0.1, 0.0], [0.1, 0.1, 0.0], [0.0, 0.2, -0.1], [0.0, 0.0, 0.0], [0.0, 0.0, 0.0], [0.0, 0.0, 0.0], [0.0, -0.1, 0.0], [0.1, 0.1, 0.0], [-0.1, 0.0, 0.1], [0.0, 0.0, -0.1], [-0.1, -0.1, 0.1], [0.1, 0.1, 0.0], [0.1, 0.0, 0.0], [0.1, 0.0, 0.0], [-0.1, -0.1, 0.0], [0.1, 0.0, -0.1], [0.0, 0.1, 0.0], [-0.1, 0.0, 0.0], [-0.1, -0.2, 0.1], [0.1, 0.0, 0.3], [0.0, -0.2, 0.0], [-0.2, 0.4, 0.0], [0.0, 0.0, 0.1], [0.0, -0.1, -0.1], [0.0, 0.0, 0.1], [0.0, 0.0, 0.0], [0.0, 0.0, 0.0], [0.0, 0.0, -0.1], [0.0, -0.1, 0.1], [0.0, 0.0, -0.1], [-0.1, 0.1, 0.0], [0.0, -0.1, 0.0], [0.0, 0.1, 0.0], [-0.1, -0.1, 0.1], [-0.1, 0.1, -0.2], [0.1, 0.0, 0.0], [0.0, 0.0, 0.0], [0.0, 0.0, 0.0], [0.0, 0.0, -0.1], [0.0, 0.0, 0.1], [0.0, 0.0, -0.3], [0.0, 0.0, 0.2], [0.1, 0.0, 0.0], [0.0, 0.0, 0.0], [0.0, 0.0, 0.1], [0.0, 0.0, -0.1], [0.0, 0.0, 0.0], [0.0, -0.1, 0.1], [0.0, 0.1, 0.0], [0.0, 0.0, 0.0], [0.0, 0.0, 0.0], [0.0, 0.0, -0.1], [-0.1, 0.0, -0.1], [0.1, 0.0, -0.1], [0.1, 0.0, 0.0], [0.0, 0.1, 0.0], [0.0, 0.0, 0.0], [0.0, 0.1, 0.0], [0.0, 0.0, 0.0], [0.0, 0.0, 0.0], [0.0, 0.0, 0.0], [0.0, 0.0, 0.0], [0.0, 0.0, 0.0], [0.0, 0.0, 0.0], [0.0, 0.0, 0.0], [0.0, 0.0, 0.0], [0.0, -0.1, 0.0], [0.0, 0.0, 0.0], [0.0, 0.0, 0.0], [0.0, 0.0, 0.0], [0.0, 0.0, 0.0], [0.0, 0.0, 0.0], [0.0, 0.0, 0.0], [0.0, 0.0, 0.0], [0.0, 0.0, 0.0], [0.0, 0.0, 0.0], [0.0, 0.0, 0.0], [0.0, 0.0, 0.0], [0.0, 0.0, 0.0], [0.0, 0.0, 0.0], [0.0, 0.0, 0.0], [0.0, 0.0, 0.0]],
  "mulliken_charge": [2.035, -0.521, -0.017, -0.360, 0.445, -0.662, -0.546, -0.859, 0.804, 0.396, -0.217, -0.751, -0.527, 0.390, 0.562, 0.460, 0.587, -0.220, 0.443, 0.369, -0.213, 0.278, -0.169, -1.355, -0.154, 0.264, -0.949, 0.582, -0.214, -1.473, 0.554, -1.973, 0.795, 0.847, -0.553, -0.820, -0.628, -0.785, -0.373, 0.840, -0.907, -0.819, -0.583, -1.094, 0.080, 1.193, -0.429, -0.759, -0.626, -0.788, -0.413, 1.963, 0.455, -0.814, -0.715, -0.571, -0.752, -0.223, 0.332, -0.882, -0.920, -0.550, -0.361, -0.465, -0.195, 0.676, 0.922, 0.988, 0.453, 0.426, 0.406, 0.484, 0.137, 0.420, 0.434, 0.415, 0.502, 0.197, 0.461, 0.400, 0.408, 0.379, 0.413, 0.418, 0.472, 0.409, 0.434, 0.434, 0.520, 0.397, 0.422, 0.485, 0.018],
  "e_tot_ha": -5009.33790,
  "total_charge": 0,
  "homo_lumo_gap_ev": 6.6,
  "multiplicity": 1
}

---

(2)
{
  "formula": "C45H34GeI2N3O5SV",
  "method": "ωB97M-V/def2-TZVPD",
  "species": ["V", "O", "S", "O", "N", "C", "C", "C", "C", "C", "C", "C", "C", "N", "C", "C", "C", "C", "C", "C", "C", "H", "H", "H", "H", "H", "H", "H", "H", "H", "H", "H", "I", "C", "C", "C", "I", "C", "C", "C", "C", "N", "C", "C", "O", "H", "H", "H", "H", "O", "C", "O", "C", "C", "Ge", "C", "C", "C", "C", "C", "C", "C", "C", "C", "C", "C", "C", "C", "C", "C", "C", "C", "C", "H", "H", "H", "H", "H", "H", "H", "H", "H", "H", "H", "H", "H", "H", "H", "H", "H", "H", "H"],
  "coordinates": [[-0.054230, -0.621624, 0.535385], [0.198159, -3.349686, 1.749879], [-1.152239, -3.346336, 1.270192], [-1.523116, -4.037516, 0.073537], [-1.473584, -1.711937, 1.062600], [-2.757231, -1.099959, 1.024961], [-3.980299, -1.702494, 1.073222], [-5.162823, -0.919087, 1.077697], [-5.120213, 0.440742, 1.029218], [-3.862445, 1.091977, 0.948542], [-3.698803, 2.493331, 0.876800], [-2.448284, 3.036411, 0.782164], [-1.336282, 2.183273, 0.740386], [-1.457373, 0.874956, 0.818060], [-2.702734, 0.313560, 0.931931], [-2.183997, -3.899653, 2.567795], [-3.222747, -4.775985, 2.280614], [-3.994940, -5.258815, 3.326006], [-3.719761, -4.867769, 4.629290], [-2.663122, -4.007929, 4.903810], [-1.877812, -3.524041, 3.871365], [-4.068769, -2.776042, 1.097166], [-6.116680, -1.427743, 1.119978], [-6.027770, 1.030280, 1.037042], [-4.575739, 3.129861, 0.891430], [-2.294491, 4.104362, 0.724438], [-0.333332, 2.576642, 0.628742], [-3.402180, -5.081812, 1.258661], [-4.804377, -5.946965, 3.122876], [-4.322765, -5.252117, 5.441700], [-2.439673, -3.728230, 5.925203], [-1.030574, -2.882457, 4.066554], [3.961986, -1.255841, 1.969916], [2.582032, -0.942183, 3.479561], [2.992345, -1.103342, 4.827176], [2.102428, -0.964110, 5.849820], [2.806522, -1.209133, 7.790907], [0.735919, -0.646238, 5.590925], [-0.259749, -0.494379, 6.584704], [-1.532782, -0.177910, 6.220120], [-1.824553, 0.005695, 4.851153], [-0.942843, -0.131568, 3.896141], [0.326089, -0.471546, 4.254073], [1.285862, -0.641937, 3.221218], [0.840114, -0.488504, 1.930137], [4.025083, -1.346287, 5.031650], [0.004571, -0.624358, 7.625728], [-2.311666, -0.053172, 6.959687], [-2.832902, 0.268270, 4.544331], [0.827737, -1.936240, -0.660149], [0.247357, -1.395602, -1.666761], [-0.563092, -0.445277, -1.367294], [0.609947, -1.697750, -3.062022], [1.999486, -1.071631, -3.318418], [2.033063, 0.891409, -3.461669], [2.187723, 1.882862, -1.765919], [1.997415, 1.429880, -0.460951], [2.194749, 2.234649, 0.653932], [2.575223, 3.555938, 0.477944], [2.757411, 4.047960, -0.808081], [2.577449, 3.219441, -1.907367], [0.416108, 1.485401, -4.339655], [-0.638738, 2.003915, -3.586107], [-1.825141, 2.392600, -4.194064], [-1.972851, 2.269557, -5.568776], [-0.936004, 1.752643, -6.332506], [0.248191, 1.360894, -5.720771], [3.621953, 1.346546, -4.458600], [3.628218, 2.283482, -5.492014], [4.806759, 2.596924, -6.159784], [5.994214, 1.977692, -5.799217], [6.006471, 1.047801, -4.767497], [4.828366, 0.737207, -4.103278], [-0.144058, -1.251171, -3.709048], [0.623453, -2.779350, -3.203123], [2.370122, -1.424311, -4.281868], [2.711167, -1.411596, -2.563681], [1.703210, 0.396297, -0.292712], [2.067711, 1.831097, 1.651014], [2.740036, 4.193995, 1.336566], [3.058859, 5.077349, -0.954567], [2.757943, 3.624526, -2.897352], [-0.534561, 2.110383, -2.512268], [-2.635123, 2.793212, -3.596733], [-2.895252, 2.576048, -6.045306], [-1.048543, 1.654710, -7.404654], [1.042144, 0.947675, -6.333188], [2.711856, 2.786275, -5.779302], [4.796540, 3.325127, -6.960876], [6.911688, 2.220464, -6.319818], [6.933578, 0.567350, -4.481730], [4.858963, 0.010963, -3.296783]],
  "atomic_forces_ev_per_a": [[-1.4, -0.4, -0.3], [0.1, 0.0, -0.1], [0.0, 0.0, -0.1], [0.0, 0.1, 0.0], [-0.6, 0.2, -0.2], [0.6, -0.2, 0.1], [-0.3, 0.0, -0.1], [0.1, -0.1, 0.0], [0.1, 0.1, 0.0], [-0.2, 0.1, 0.0], [-0.1, 0.0, 0.0], [0.1, 0.0, 0.0], [0.0, 0.0, 0.0], [-0.3, -0.2, -0.2], [0.4, 0.1, 0.1], [-0.1, -0.1, 0.2], [0.0, 0.0, 0.1], [0.0, 0.0, 0.0], [0.0, 0.0, 0.0], [0.0, 0.0, 0.0], [-0.1, 0.0, -0.1], [0.0, 0.0, 0.0], [0.0, 0.0, 0.0], [0.0, 0.0, 0.0], [0.0, 0.0, 0.0], [0.0, 0.0, 0.0], [0.0, 0.0, 0.0], [0.0, 0.0, 0.0], [0.0, 0.0, 0.0], [0.0, 0.0, 0.0], [0.0, 0.0, 0.0], [0.0, 0.0, 0.0], [0.0, 0.0, -0.1], [0.3, -0.2, 0.3], [0.0, 0.0, -0.1], [-0.1, 0.1, -0.1], [0.0, 0.0, 0.1], [0.0, -0.1, 0.1], [0.1, 0.0, 0.0], [-0.1, 0.0, -0.1], [0.0, 0.0, 0.1], [0.2, -0.1, 0.0], [-0.2, 0.1, 0.0], [-0.6, 0.3, -0.9], [1.6, 0.2, 1.9], [0.0, 0.0, 0.0], [0.0, 0.0, 0.0], [0.0, 0.0, 0.0], [0.0, 0.0, 0.0], [-0.2, 0.2, -0.4], [0.1, 0.3, 0.3], [0.3, -0.1, -0.5], [0.1, 0.0, -0.1], [0.0, -0.1, 0.1], [0.0, 0.0, 0.2], [0.0, 0.2, 0.2], [-0.2, -0.1, -0.1], [0.1, 0.1, -0.1], [0.0, 0.0, 0.0], [0.0, 0.0, 0.0], [0.0, 0.0, 0.0], [-0.3, 0.1, -0.1], [0.0, 0.1, -0.1], [0.0, 0.0, 0.0], [0.0, 0.0, 0.0], [0.0, 0.0, 0.0], [-0.1, -0.1, 0.0], [0.3, 0.1, -0.2], [0.0, 0.0, 0.0], [0.0, 0.0, 0.0], [0.0, 0.0, 0.0], [0.0, 0.0, 0.0], [0.0, 0.0, -0.1], [0.0, -0.1, 0.0], [0.1, 0.0, 0.0], [0.0, 0.0, 0.0], [0.0, -0.1, 0.0], [0.4, -0.2, -0.1], [0.0, 0.0, 0.0], [0.0, 0.0, 0.0], [0.0, 0.0, 0.0], [0.0, 0.0, 0.0], [0.0, 0.0, 0.0], [0.0, 0.0, 0.0], [0.0, 0.0, 0.0], [0.0, 0.0, 0.0], [0.0, 0.0, 0.0], [0.0, 0.0, 0.0], [0.0, 0.0, 0.0], [0.0, 0.0, 0.0], [0.0, 0.0, 0.0], [0.0, 0.0, 0.0]],
  "lowdin_spin": [1.056, 0.003, 0.003, 0.003, -0.026, 0.003, -0.004, 0.000, -0.003, 0.000, 0.001, 0.000, 0.002, -0.002, 0.001, 0.000, 0.000, 0.000, 0.000, 0.000, 0.000, 0.000, 0.000, 0.000, 0.000, 0.000, 0.000, 0.000, 0.000, 0.000, 0.000, 0.000, -0.002, -0.006, 0.001, -0.005, -0.001, 0.000, -0.001, 0.001, -0.001, 0.001, -0.002, 0.000, -0.037, 0.000, 0.000, 0.000, 0.000, 0.012, 0.003, -0.003, 0.000, 0.000, 0.000, 0.000, 0.001, 0.001, 0.000, 0.001, 0.000, 0.000, 0.000, 0.000, 0.000, 0.000, 0.000, 0.000, 0.000, 0.000, 0.000, 0.000, 0.000, 0.000, 0.000, 0.000, 0.000, 0.000, 0.000, 0.000, 0.000, 0.000, 0.000, 0.000, 0.000, 0.000, 0.000, 0.000, 0.000, 0.000, 0.000, 0.000],
  "e_tot_ha": -6290.08796,
  "total_charge": 1,
  "homo_lumo_gap_ev": [6.8, 7.3],
  "multiplicity": 2
}